Entry 1:
{"formula": "C8H14ClN2O5S2", "method": "the ωB97M-V functional and the def2-TZVPD basis", "multiplicity": 1, "charge": -1, "e_lumo_ev": 2.085, "species": ["Cl", "S", "S", "O", "O", "O", "O", "O", "N", "N", "C", "C", "C", "C", "C", "C", "C", "C", "H", "H", "H", "H", "H", "H", "H", "H", "H", "H", "H", "H", "H", "H"], "positions_angstrom": [[1.00216, -2.03558, -1.33276], [-0.97126, -0.73050, 0.10311], [3.66872, 1.86356, 2.32519], [-0.13093, -2.17931, -0.09404], [-3.04785, -1.63127, -3.19408], [1.58362, 0.81445, 3.60113], [-1.78976, -0.91870, 1.29035], [0.15223, 0.50968, 0.38883], [1.35980, -1.23195, 2.87332], [2.44456, -0.72948, 2.21546], [2.90284, 2.60826, 0.80114], [-2.72062, -2.75531, -2.54170], [0.83210, -0.33844, 3.67917], [-3.06230, -3.96596, -3.44138], [1.38789, 2.99634, 1.01816], [0.52379, 2.90645, -0.28981], [2.54559, 0.50880, 2.68900], [-0.35613, 1.62413, -0.39256], [-4.13066, -4.00540, -3.67354], [3.03550, 1.87546, -0.03275], [-0.18589, 3.77478, -0.27906], [-0.04483, -0.37867, 4.33822], [1.40745, 4.05110, 1.40198], [0.88921, 2.39520, 1.80813], [-3.23314, -2.96094, -1.56801], [3.50150, 3.53071, 0.59089], [-1.41257, 1.81201, -0.07605], [-1.64713, -2.89872, -2.26055], [-2.50269, -3.93914, -4.38120], [-2.80136, -4.90791, -2.92917], [-0.40234, 1.30128, -1.46619], [1.20250, 3.03507, -1.17120]]}

Entry 2:
{"formula": "C3H4N2S2", "method": "the ωB97M-V functional and the def2-TZVPD basis", "multiplicity": 1, "charge": 0, "e_lumo_ev": [-2.238, -1.222], "relative_energy_kj_mol": 441.1, "species": ["S", "S", "N", "N", "C", "C", "C", "H", "H", "H", "H"], "positions_angstrom": [[1.40050, -1.08230, -3.21950], [2.25668, 0.40724, -2.21743], [-1.97081, 0.06999, 0.30717], [-0.94180, -0.26653, -0.53535], [0.18727, 0.34694, -0.19908], [-1.37039, 0.89780, 1.23167], [-0.00400, 1.11122, 0.88930], [0.82996, -1.94674, -2.31178], [0.77217, 1.82717, 1.33727], [-1.99610, 1.30859, 2.02364], [-0.97343, -0.87150, -1.31964]]}

Entry 3:
{"formula": "C34H48Cl14N4", "method": "the ωB97M-V functional and the def2-TZVPD basis", "multiplicity": 1, "charge": 0, "e_lumo_ev": -0.030, "smiles": "c1ccncc1.c1ccncc1.c1ccncc1.c1ccncc1.ClCCCl.ClCCCl.ClCCCl.ClCCCl.ClCCCl.ClCCCl.ClCCCl", "relative_energy_kj_mol": 266.9, "species": ["Cl", "Cl", "Cl", "Cl", "Cl", "Cl", "Cl", "Cl", "Cl", "Cl", "Cl", "Cl", "Cl", "Cl", "N", "N", "N", "N", "C", "C", "C", "C", "C", "C", "C", "C", "C", "C", "C", "C", "C", "C", "C", "C", "C", "C", "C", "C", "C", "C", "C", "C", "C", "C", "C", "C", "C", "C", "C", "C", "C", "C", "H", "H", "H", "H", "H", "H", "H", "H", "H", "H", "H", "H", "H", "H", "H", "H", "H", "H", "H", "H", "H", "H", "H", "H", "H", "H", "H", "H", "H", "H", "H", "H", "H", "H", "H", "H", "H", "H", "H", "H", "H", "H", "H", "H", "H", "H", "H", "H"], "positions_angstrom": [[-0.65479, -0.99869, 0.58295], [-0.88293, -2.50356, -7.21410], [-3.84308, -0.28545, 4.85926], [-4.51382, 5.94965, -0.32811], [-0.52194, -6.64917, -6.25078], [-2.42040, 2.56805, 5.73308], [-3.21532, -6.80743, 3.47195], [2.97952, 8.54235, 4.60484], [-2.87372, -0.78810, -1.86025], [-4.51142, -6.40807, 0.52248], [5.62445, 2.46953, 0.95073], [1.01262, 6.22317, 1.42916], [6.12886, -0.69148, -0.68525], [-7.54330, 4.29104, 2.20106], [2.30136, 3.10459, -5.22155], [2.49348, -8.43539, 1.73749], [1.80056, -2.81497, 7.77590], [-4.05153, 6.57769, -7.59862], [2.73390, 7.32479, 3.27642], [-2.33041, -6.18692, 2.02276], [4.45842, 3.13597, -6.28502], [4.54818, 4.55389, -6.04192], [2.31984, -8.25336, 0.38384], [2.50397, 4.40046, -4.86544], [-0.77918, 0.38100, -0.60206], [2.83939, -4.30675, 9.26836], [2.10614, -5.31159, 8.71404], [3.58081, 5.22126, -5.31598], [-0.97225, -4.26433, -7.44076], [-4.17898, 4.50340, -6.40129], [-1.18713, -0.10603, -2.00277], [2.71442, -5.92539, 0.60374], [2.90058, -6.07643, 2.00130], [-5.07654, 6.20184, -8.37378], [-6.44978, 4.32505, 0.85754], [-3.01251, 0.02781, 6.39538], [6.68584, 0.00145, 0.87293], [1.17054, -3.78858, 7.16850], [1.28945, 7.46326, 2.68705], [5.72428, 0.85343, 1.74861], [-5.59682, 4.90688, -8.27332], [-3.64092, 5.79015, -6.58541], [-5.10970, 3.99197, -7.31024], [-0.84695, -4.91701, -6.08331], [2.87971, -7.38730, 2.50309], [1.20718, -5.09226, 7.67485], [3.32683, 2.50129, -5.84588], [2.46749, -7.02646, -0.23555], [-3.18956, -5.31610, 1.07909], [-1.83926, 1.00086, 6.16337], [2.57558, -3.00093, 8.87390], [-5.59747, 5.61124, 0.99329], [-5.39035, 2.95204, -7.23158], [-1.20282, 0.67868, -2.75913], [-6.19124, 6.49999, 1.20696], [-2.66048, -0.84265, 6.94898], [3.55473, -4.54527, 10.04152], [3.34842, 1.42530, -5.93631], [1.23667, 8.51041, 2.38908], [1.79568, 4.88132, -4.20704], [-1.25890, 1.08472, 7.08220], [3.07687, 6.43636, 3.80667], [3.20301, -7.66821, 3.49455], [-0.00691, -4.59059, -5.47022], [-1.49078, -5.59164, 2.38159], [3.05867, -2.15476, 9.33977], [-6.92720, 4.21763, -0.11644], [-1.34606, 1.20331, -0.16554], [7.64235, 0.48603, 0.67705], [0.59941, -3.48085, 6.30507], [-1.90993, -4.51967, -7.93438], [6.95187, -0.91173, 1.40531], [-3.68989, -4.47801, 1.56424], [-6.27422, 4.44042, -8.97327], [2.17832, -9.22013, -0.07628], [3.12362, -5.21921, 2.61920], [4.71204, 0.49335, 1.93247], [3.72281, 6.25032, -5.02057], [5.27866, 2.56602, -6.69583], [0.64859, -5.92869, 7.28144], [2.72791, -4.90907, 0.23862], [6.22014, 1.11122, 2.68444], [-5.75104, 3.49101, 0.92273], [0.13189, 0.97685, -0.65686], [-3.74391, 0.51688, 7.03879], [-0.50315, -0.82500, -2.45374], [-3.83423, 3.79805, -5.65965], [2.66203, -7.10710, -1.29482], [-0.12735, -4.55459, -8.06526], [-5.35624, 6.93430, -9.11652], [5.41694, 5.11640, -6.35055], [-1.39705, 0.52402, 5.28863], [-4.94766, 5.49259, 1.86034], [-2.62149, -4.96847, 0.21622], [2.33633, -6.32280, 9.01550], [0.55396, 7.38698, 3.48788], [-1.71636, -4.87014, -5.42755], [-2.90101, 6.20032, -5.91409], [-1.93633, -7.03996, 1.47038], [3.46950, 7.49364, 2.48998]]}

Entry 4:
{"formula": "C21H66N2O11", "method": "the ωB97M-V functional and the def2-TZVPD basis", "multiplicity": 1, "charge": 0, "e_lumo_ev": 0.253, "smiles": "COC[C@H](C)N.COC[C@H](C)N.CCO.CCO.CCO.CCO.CO.CO.CO.CO.CO", "relative_energy_kj_mol": 63.7, "species": ["O", "O", "O", "O", "O", "O", "O", "O", "O", "O", "O", "N", "N", "C", "C", "C", "C", "C", "C", "C", "C", "C", "C", "C", "C", "C", "C", "C", "C", "C", "C", "C", "C", "C", "H", "H", "H", "H", "H", "H", "H", "H", "H", "H", "H", "H", "H", "H", "H", "H", "H", "H", "H", "H", "H", "H", "H", "H", "H", "H", "H", "H", "H", "H", "H", "H", "H", "H", "H", "H", "H", "H", "H", "H", "H", "H", "H", "H", "H", "H", "H", "H", "H", "H", "H", "H", "H", "H", "H", "H", "H", "H", "H", "H", "H", "H", "H", "H", "H", "H"], "positions_angstrom": [[-2.19189, -5.32609, 3.05578], [4.00653, 3.10007, -1.99678], [1.68424, -0.37774, 3.66334], [-1.45572, 2.05169, -5.22098], [-1.09785, -2.52663, -1.69465], [0.97324, 0.44252, 1.20783], [6.37304, -0.41704, 0.97876], [2.33991, 2.61327, 0.22588], [-2.65137, 3.25744, 0.08542], [-1.89617, 2.01196, 4.78413], [1.75247, -3.03888, -1.47777], [-4.92796, 4.01191, -2.71954], [-3.07036, -2.95387, 0.32804], [4.70751, -0.11327, -0.68549], [-2.61842, -2.31573, 2.65146], [-1.55082, 2.44423, 0.43948], [-1.02886, 1.06903, 4.20704], [-4.20504, 4.22788, -1.48844], [-2.45352, -3.35602, 1.54601], [-1.77313, -2.92617, -2.88348], [4.22331, 4.40965, -1.67331], [-2.92762, -4.81886, 1.90589], [0.88107, 0.11821, -1.30423], [1.08737, -0.48767, 0.09431], [1.85601, -2.62182, 2.87660], [-0.76202, 1.28830, -4.19601], [2.62685, -1.35295, 3.19437], [2.32587, -3.43468, -2.65284], [-0.28978, 0.03904, -4.82930], [-3.43729, 2.95753, -1.11237], [-0.84558, -5.61422, 2.78702], [5.40005, 0.44511, 0.58308], [2.36846, 3.50192, 1.27512], [-5.21484, 4.58984, -0.36469], [2.05350, -0.98025, 0.20412], [-0.52514, -6.32539, 3.54837], [-2.32582, -1.34390, 2.25391], [1.35943, 3.89986, 1.38291], [-2.82598, 2.67542, -1.96958], [2.59885, 2.97412, 2.20056], [-1.88060, 2.80939, -4.81236], [3.32702, -0.96784, 2.45305], [-1.59837, 2.11649, 5.69077], [-2.31343, -2.10310, -3.35116], [0.28465, 0.27521, -5.72504], [-5.61487, 5.58294, -0.56918], [-1.93649, -2.58340, 3.45856], [3.40710, -3.29746, -2.63845], [-0.66400, 2.75466, -0.11305], [1.80428, 1.88745, 0.55433], [-1.39635, -3.38761, 1.28237], [2.02918, -4.44759, -2.92502], [4.76058, 4.48744, -0.72812], [-3.99152, 2.03412, -0.94428], [-2.75886, -5.43469, 1.02250], [2.10792, 0.41821, 3.99281], [2.48035, -3.50655, 2.75187], [3.22717, 4.84958, -1.62575], [-0.06319, 0.66259, -1.31521], [0.80749, -0.68293, -2.03966], [1.20841, 0.00341, 2.02849], [-1.14821, -0.53997, -5.16980], [-1.48192, 0.66148, 3.30330], [5.87569, 1.40817, 0.39765], [5.43088, -0.29076, -1.48131], [4.66310, 0.66997, 1.35407], [-1.39199, 1.15421, -3.31667], [-4.01517, -4.77273, 1.96244], [-5.97571, 3.83007, -0.18599], [-0.82641, 0.21800, 4.85732], [3.97180, 0.63359, -0.98387], [1.06003, -2.87056, 3.57849], [-5.59015, 4.75645, -2.88463], [-1.09729, -3.24521, -3.67692], [3.16137, 4.22945, 1.10161], [-3.53924, 5.08607, -1.57970], [-4.60524, 4.69612, 0.53263], [0.81378, -2.96594, -1.66526], [-3.78448, -2.26974, 0.53322], [3.27345, -1.44088, 4.06746], [1.34387, -2.55620, 1.91665], [-1.74656, 1.38245, 0.28980], [-3.65851, -2.19136, 2.95284], [-0.26778, -4.69946, 2.91914], [-2.48653, -3.74394, -2.78148], [-3.62118, -3.74461, 0.02566], [-1.24849, 2.57256, 1.47882], [-0.10200, 1.50882, 3.83876], [0.36034, -1.28558, 0.24552], [0.27520, -0.60157, -4.15216], [-1.81600, -2.53158, -1.05760], [1.61100, 0.88583, -1.56129], [4.75710, 4.93796, -2.46328], [0.04353, 1.95559, -3.88954], [1.96932, -2.74316, -3.41623], [6.62914, -0.35359, 1.90179], [-5.58143, 3.24329, -2.67157], [4.24514, -1.06079, -0.40885], [3.39616, 2.76523, -1.33578], [-0.66606, -5.95622, 1.76775]]}

The max |F| results, record by record, are as follows: 2.988, 3.155, 2.939, 2.896 eV/Å.